Entry 1:
Density functional theory data (ωB97M-V with the def2-TZVPD basis set) for H5O3 as an isolated structure at a distorted geometry.

Geometry as XYZ:
```
8
Properties=species:S:1:pos:R:3:forces:R:3
O -0.0146 -0.5715 2.0609 0.330 0.211 -0.841
H 0.3394 0.2929 2.3503 -0.084 -0.444 -0.336
O -0.4367 1.3883 -1.9194 -0.119 0.347 0.595
H -0.3249 0.4455 -2.0498 0.019 -0.144 -0.076
H -0.4739 1.4606 -0.9482 0.011 0.009 -0.684
O 0.3889 -0.7107 -0.2846 0.094 -0.802 0.508
H 0.1770 -0.6202 0.9693 -0.377 0.652 1.350
H 0.3447 -1.6848 -0.1784 0.126 0.172 -0.514
```
Positions in Å, forces in eV/Å.

Calculated values
Max |F| in hartree/bohr: 0.0301
Frontier orbital gap (spin up / spin down) in eV: 11.82 / 7.21
Expectation value of S²: 0.760
E_tot in Ha: -228.591388
2S+1: 2
ΔE to the lowest compared entry with this formula, charge and spin in eV: 0.548

Mulliken charges, unit e, in atom order:
1. O -0.554
2. H 0.334
3. O -0.626
4. H 0.326
5. H 0.318
6. O -0.505
7. H 0.382
8. H 0.326

---

Entry 2:
Density functional theory data (ωB97M-V with the def2-TZVPD basis set) for one molecule with the formula C6H6O2 at a distorted geometry.

Geometry as XYZ:
```
14
Properties=species:S:1:pos:R:3:forces:R:3
C -1.5682 1.3576 -0.1490 -3.379 2.915 0.031
C 0.0742 -1.8244 0.4521 -0.102 -3.419 -1.599
C -1.4027 0.0835 0.1115 0.595 -0.911 0.209
C -0.0922 -0.5817 0.0178 0.489 0.599 -0.347
C 1.0509 0.3110 -0.4512 -1.927 0.558 -2.512
C 2.6383 0.3960 0.5230 1.971 1.574 1.856
O 2.3329 -0.2856 -0.5456 -0.863 -1.298 -0.606
O 1.4947 1.1339 0.5668 0.959 0.057 1.513
H -2.5572 1.9947 -0.0717 1.493 -2.121 0.199
H -0.8871 2.1129 -0.4627 1.328 -0.279 -0.304
H 0.9515 -2.5205 0.3935 -0.049 1.731 0.110
H -0.7623 -2.5862 0.4371 0.151 1.651 0.921
H -2.1565 -0.5756 0.5366 -0.265 0.384 -0.286
H 0.8837 0.9844 -1.3582 -0.401 -1.439 0.815
```
Positions in Å, forces in eV/Å.

Calculated values
Max |F| in hartree/bohr: 0.0868
Frontier orbital gap in eV: 9.82
E_tot in Ha: -382.528906
2S+1: 1
ΔE to the lowest compared entry with this formula, charge and spin in eV: 4.268

Mulliken atomic charge list, values in e, 8 entries:
1. C -0.854
2. C -0.957
3. C -0.185
4. C 0.730
5. C 0.293
6. C -0.309
7. O -0.196
8. O -0.154

---

Entry 3:
Density functional theory data (ωB97M-V with the def2-TZVPD basis set) for C24H21AsF6MnNO7S3 as an isolated structure.

Geometry as XYZ:
```
64
Properties=species:S:1:pos:R:3:forces:R:3
Mn 0.0066 0.8586 0.7090 -0.206 -0.230 0.413
S 1.0028 -0.7390 2.1000 0.077 0.039 -0.265
C 0.4371 -2.2835 1.4452 -0.058 -0.059 -0.085
C 0.2837 -3.3750 2.2986 0.002 0.030 0.038
C -0.1600 -4.5908 1.8045 -0.016 -0.044 -0.045
C -0.4617 -4.7513 0.4571 0.009 0.021 0.021
C -0.2958 -3.6808 -0.4081 0.010 0.006 0.009
C 0.1588 -2.4665 0.0867 0.024 0.040 -0.072
As 0.5200 -0.9026 -0.9597 0.093 0.209 0.174
C 2.4044 -0.9532 -1.3448 -0.010 -0.067 -0.069
C 3.2323 -1.9043 -0.7632 -0.023 -0.009 0.017
C 4.5950 -1.8733 -1.0215 0.018 -0.001 -0.011
C 5.1245 -0.8953 -1.8506 -0.004 0.004 -0.003
C 4.2941 0.0575 -2.4250 -0.008 0.000 0.002
C 2.9316 0.0323 -2.1719 0.015 0.029 -0.018
C -0.3484 -0.9630 -2.6735 0.001 -0.061 -0.001
C -1.2787 0.0150 -3.0091 0.043 0.001 0.020
C -1.8908 -0.0232 -4.2548 0.011 -0.025 -0.028
C -1.5730 -1.0286 -5.1553 -0.015 0.015 -0.001
C -0.6299 -1.9940 -4.8252 -0.010 0.003 0.000
C -0.0103 -1.9595 -3.5869 0.038 -0.038 0.042
H 0.4960 -3.2608 3.3537 -0.002 0.015 -0.001
H -0.2855 -5.4233 2.4849 0.000 0.001 0.003
H -0.8237 -5.7005 0.0867 0.000 -0.002 -0.004
H -0.5253 -3.7862 -1.4619 -0.004 -0.005 0.015
H 2.8215 -2.6619 -0.1071 -0.006 0.003 0.001
H 5.2439 -2.6121 -0.5700 -0.003 -0.003 0.003
H 6.1885 -0.8719 -2.0468 0.001 0.001 0.002
H 4.7067 0.8264 -3.0645 0.004 -0.001 -0.001
H 2.2892 0.7859 -2.6134 -0.014 -0.011 0.009
H -1.4984 0.8165 -2.3167 -0.034 0.000 -0.006
H -2.6087 0.7412 -4.5203 -0.005 0.003 0.006
H -2.0522 -1.0552 -6.1253 -0.001 0.001 -0.002
H -0.3722 -2.7680 -5.5360 0.005 -0.004 0.001
H 0.7449 -2.6973 -3.3395 0.000 0.008 -0.003
C -4.0670 1.4186 1.7959 0.054 0.030 0.008
C -3.0182 0.8559 0.8572 -0.038 0.090 -0.038
C -3.5698 -0.2770 0.0043 -0.031 -0.009 0.000
O -1.9210 0.2844 1.6114 0.118 0.227 -0.050
C -2.4722 1.9526 -0.0900 -0.276 -0.189 0.049
O -3.2252 2.7461 -0.6014 0.050 -0.043 -0.033
O -1.1886 1.8801 -0.3467 0.231 0.130 -0.053
H -4.4886 0.6183 2.4052 -0.007 0.003 0.004
H -4.8547 1.8895 1.2124 -0.012 -0.011 -0.003
H -3.6373 2.1754 2.4545 -0.014 -0.006 -0.002
H -3.9986 -1.0405 0.6540 0.007 -0.016 -0.012
H -2.7811 -0.7400 -0.5929 0.017 0.024 -0.002
H -4.3399 0.0992 -0.6681 0.004 0.018 0.007
H -1.8514 0.7230 2.4818 -0.098 -0.080 0.080
F 4.1483 2.1108 1.7573 -0.032 0.051 0.044
C 3.1900 2.5119 2.5883 0.024 -0.017 0.011
F 3.6321 3.5289 3.3074 -0.024 -0.019 -0.001
F 2.8647 1.5074 3.3914 0.012 0.026 -0.043
S 1.7127 3.0485 1.5647 0.098 -0.110 0.017
O 1.8338 2.3042 0.3269 0.147 -0.069 -0.245
O 1.7112 4.4683 1.5819 -0.009 0.061 -0.031
N 0.4326 2.3402 2.2139 -0.051 0.074 0.044
S -0.3007 2.8779 3.5392 -0.150 -0.068 0.012
O -1.3071 1.8995 3.8508 0.010 0.032 -0.005
O 0.6218 3.3375 4.5203 0.007 0.012 0.050
C -1.2645 4.3783 2.9714 -0.007 0.019 0.045
F -2.4278 4.3979 3.6193 0.028 -0.009 0.035
F -1.5023 4.3061 1.6681 -0.011 -0.030 -0.010
F -0.5983 5.4848 3.2464 0.020 0.009 -0.039
```
Positions in Å, forces in eV/Å.

Calculated values
Max |F| in hartree/bohr: 0.0100
Frontier orbital gap (spin up / spin down) in eV: 6.44 / 8.44
Expectation value of S²: 6.196
E_tot in Ha: -6689.196903
2S+1: 5

Mulliken atomic charge list, values in e, 8 entries:
1. Mn 1.894
2. S -0.609
3. C 0.891
4. C -0.763
5. C -0.676
6. C -0.655
7. C -0.579
8. C 0.010

---

Entry 4:
Density functional theory data (ωB97M-V with the def2-TZVPD basis set) for an isolated ion of composition C3H7NO2 and charge +1 at a distorted geometry.

Geometry as XYZ:
```
13
Properties=species:S:1:pos:R:3:forces:R:3
C 0.4123 0.5586 0.0718 -0.462 -0.143 -0.128
C -0.9315 0.9347 -0.6358 1.234 -0.312 -2.078
O -0.4334 1.4957 -1.8619 -0.226 -0.135 0.152
C 0.3243 -0.5010 1.1378 -0.467 0.751 -2.352
N 1.1246 -1.7229 0.9796 -1.277 -0.023 1.876
O -0.5570 -0.5755 1.9364 0.229 -0.421 1.049
H 0.6749 1.5629 0.3807 1.136 -0.244 0.565
H 1.0570 0.1050 -0.6895 0.280 0.485 0.229
H -1.5011 0.0283 -0.8196 -0.669 0.282 0.175
H -1.4240 1.8039 -0.2334 -0.560 -0.442 0.921
H -0.4318 0.8892 -2.6145 -0.140 -0.095 0.304
H 1.0664 -2.1473 1.9215 0.706 -0.119 -0.131
H 0.6193 -2.4316 0.4270 0.216 0.416 -0.582
```
Positions in Å, forces in eV/Å.

Calculated values
Max |F| in hartree/bohr: 0.0489
Frontier orbital gap (spin up / spin down) in eV: 9.64 / 5.35
Expectation value of S²: 0.762
E_tot in Ha: -323.352302
2S+1: 2
ΔE to the lowest compared entry with this formula, charge and spin in eV: 2.148
Charge: +1

Mulliken atomic charge list, values in e, 8 entries:
1. C -0.381
2. C -0.461
3. O -0.483
4. C 0.554
5. N -0.379
6. O -0.172
7. H 0.331
8. H 0.305

---

Entry 5:
Density functional theory data (ωB97M-V with the def2-TZVPD basis set) for one molecule with the formula C5H6ClOP at a distorted geometry.

Geometry as XYZ:
```
14
Properties=species:S:1:pos:R:3:forces:R:3
Cl -1.8124 0.8526 2.4305 -0.804 1.315 1.372
P -1.1490 -0.6448 1.3205 1.463 -0.242 -1.781
C -1.7161 0.0715 -0.2868 1.191 0.047 0.424
C -0.7295 0.1938 -1.2101 -0.953 1.785 -1.897
C 0.7087 -0.3411 -1.2764 0.348 -1.216 1.801
O 2.0215 0.3749 -0.9098 -2.862 -0.981 -0.476
C 1.4197 -0.5810 0.0071 -1.174 1.735 -0.351
C 0.6166 0.0665 1.0980 0.180 1.444 2.558
H -2.7569 0.5194 -0.2305 1.425 -0.710 -0.937
H -0.9648 0.7010 -2.1974 0.001 -0.494 1.221
H 0.6826 -1.0814 -2.0764 1.061 0.302 -0.062
H 2.0510 -1.3187 0.3840 0.960 -1.772 -0.458
H 0.9977 0.0387 2.2281 -0.114 0.009 -2.569
H 0.6309 1.1486 0.7191 -0.723 -1.221 1.156
```
Positions in Å, forces in eV/Å.

Calculated values
Max |F| in hartree/bohr: 0.0596
Frontier orbital gap in eV: 9.86
E_tot in Ha: -1070.810642
2S+1: 1
ΔE to the lowest compared entry with this formula, charge and spin in eV: 0.000

Mulliken atomic charge list, values in e, 8 entries:
1. Cl -0.230
2. P 0.130
3. C -0.231
4. C -0.439
5. C -0.096
6. O -0.451
7. C -0.045
8. C -0.922

---

Entry 6:
Density functional theory data (ωB97M-V with the def2-TZVPD basis set) for a 2-piece molecular cluster, C4H4N2O overall.

Geometry as XYZ:
```
11
Properties=species:S:1:pos:R:3:forces:R:3
O -0.8662 -1.0828 1.9462 0.143 0.257 -0.418
C -0.5091 -0.4508 0.9923 -0.123 -0.238 0.336
C 0.5460 -0.6181 0.0263 -0.048 0.167 -0.066
C 0.9567 0.0000 -0.9676 -0.292 0.091 0.222
N 0.2897 1.1375 -1.3032 -0.054 0.091 -0.016
C -0.7698 1.4428 -0.4681 0.028 -0.079 0.050
N -1.1443 0.7599 0.5494 0.146 0.120 -0.236
H 0.5187 1.7343 -2.0814 0.013 -0.024 0.001
H -1.3133 2.3497 -0.7257 0.066 -0.108 0.028
H 1.5084 -2.6394 1.0880 0.220 -0.087 0.015
H 0.7833 -2.6331 0.9437 -0.099 -0.190 0.085
```
Positions in Å, forces in eV/Å.

Calculated values
Max |F| in hartree/bohr: 0.0099
Frontier orbital gap in eV: 9.34
E_tot in Ha: -339.408591
2S+1: 1
ΔE to the lowest compared entry with this formula, charge and spin in eV: 4.710

Mulliken atomic charge list, values in e, 8 entries:
1. O -0.513
2. C 0.649
3. C 0.088
4. C -0.335
5. N -0.130
6. C 0.059
7. N -0.449
8. H 0.206

---

Entry 7:
Density functional theory data (ωB97M-V with the def2-TZVPD basis set) for a 6-piece molecular cluster, C36H64BF9NO16S2 overall at a distorted geometry.

Geometry as XYZ:
```
129
Properties=species:S:1:pos:R:3:forces:R:3
C -6.2477 -2.2725 2.3741 0.134 0.154 -0.013
C -5.8872 -2.4016 0.8932 0.207 0.418 0.573
C -4.4610 -1.8697 0.6707 -0.374 -0.457 -0.514
C -3.8166 -2.4217 -0.6071 0.049 -0.491 0.297
C -2.2928 -2.2568 -0.6378 -0.002 0.612 -0.086
C -1.8016 -0.9929 -1.3657 0.162 -0.084 0.147
C -0.4919 -0.4590 -0.7740 -0.199 -0.216 -0.535
C 0.2237 0.5025 -1.7168 0.186 -0.121 -0.208
C 1.5418 1.0659 -1.1723 -0.220 0.100 0.497
B 1.3697 1.8910 0.2516 -0.709 -0.248 -0.303
C 0.0602 2.8903 0.1877 0.257 0.054 0.123
C 0.0060 4.0670 1.1782 -0.019 -0.060 -0.422
C -0.2406 3.5956 2.6151 0.649 0.405 -0.224
S -1.5354 4.4771 3.5633 -0.402 -0.255 0.049
C -1.1834 6.1850 3.1510 0.007 -0.139 -0.267
S -0.2272 7.0928 4.1094 0.174 0.047 -0.092
N -1.7801 6.6271 1.9798 -0.013 0.630 1.093
C -1.4041 7.9646 1.5190 -0.239 0.149 -0.409
C -1.9373 8.1462 0.0998 0.201 -0.475 0.082
O -3.3459 7.9897 0.0333 -0.029 0.155 -0.164
C -3.6796 6.6924 0.4841 0.204 -0.104 0.482
C -3.2470 6.5155 1.9340 -0.101 -0.396 -0.788
C 2.7765 2.6056 0.6473 0.301 -0.650 -0.133
F 2.8054 3.2135 1.9016 -0.073 0.055 -0.171
F 3.7709 1.6321 0.7423 -0.056 0.252 0.070
C 3.3676 3.6532 -0.3474 -0.066 -0.041 0.020
F 2.3802 4.2241 -1.0877 0.070 -0.011 0.212
F 4.2117 3.0544 -1.2304 -0.119 0.137 0.065
C 4.1455 4.8564 0.2587 0.109 0.055 -0.128
F 4.5663 5.6103 -0.7947 -0.033 -0.095 0.098
F 3.3386 5.6314 1.0064 0.081 -0.033 -0.143
C 5.4246 4.5254 1.1013 -0.009 0.394 -0.038
F 6.3412 5.4862 0.8819 0.106 0.095 -0.019
F 5.1804 4.5217 2.4005 -0.139 -0.170 0.139
F 5.9770 3.3719 0.7500 -0.086 -0.209 0.098
H -6.1279 -1.2354 2.6985 -0.111 -0.013 0.042
H -5.5466 -2.8672 2.9643 -0.103 -0.051 0.043
H -7.2624 -2.5976 2.6118 -0.009 0.008 -0.056
H -5.9640 -3.4585 0.6260 0.007 0.094 -0.304
H -6.5675 -1.7910 0.2936 -0.171 -0.341 -0.147
H -3.8491 -2.1890 1.5181 0.072 0.213 0.034
H -4.5220 -0.7791 0.6340 0.297 0.026 0.220
H -4.0489 -3.4936 -0.6177 -0.021 0.037 -0.106
H -4.2891 -1.9917 -1.4947 0.060 0.017 -0.036
H -1.8053 -3.1258 -1.0858 -0.064 -0.045 0.033
H -1.9329 -2.1904 0.3946 -0.015 -0.158 0.004
H -1.6218 -1.2266 -2.4211 -0.176 0.044 -0.021
H -2.5771 -0.2199 -1.3339 0.033 0.037 0.004
H 0.1626 -1.3297 -0.6394 0.078 0.114 0.288
H -0.6858 -0.0104 0.2009 0.129 -0.030 0.046
H -0.4545 1.3015 -2.0411 -0.006 0.043 0.196
H 0.4429 -0.0722 -2.6301 -0.097 0.055 -0.037
H 1.9943 1.6815 -1.9587 0.087 -0.075 -0.032
H 2.1950 0.2058 -0.9797 0.198 0.111 -0.209
H 1.1853 1.0367 1.1170 0.215 0.220 0.261
H -0.8350 2.2794 0.3727 -0.042 0.025 -0.115
H -0.0632 3.2885 -0.8272 0.052 0.078 0.014
H 0.9464 4.6235 1.1343 -0.081 0.041 0.142
H -0.7542 4.7788 0.8542 -0.155 -0.095 0.152
H -0.5207 2.5421 2.5991 -0.258 0.060 0.217
H 0.6724 3.6853 3.2033 -0.046 -0.090 -0.005
H -0.3209 8.0784 1.5193 -0.031 -0.097 0.082
H -1.8395 8.7323 2.1712 0.120 -0.021 0.100
H -1.4743 7.3656 -0.5219 0.058 0.169 -0.107
H -1.6757 9.1264 -0.2971 -0.124 0.007 0.058
H -3.1378 5.9398 -0.1042 -0.187 -0.016 -0.133
H -4.7547 6.5431 0.3908 0.011 0.162 -0.123
H -3.6930 7.3123 2.5422 0.007 -0.065 0.105
H -3.5731 5.5389 2.2847 0.160 0.030 0.123
C -9.7987 -1.5195 -1.3479 -0.050 0.043 0.234
O -8.8214 -1.8734 -2.3272 0.004 -0.039 0.040
C -9.1124 -1.4658 -3.5605 0.080 -0.014 0.008
O -10.0947 -0.8531 -3.8889 -0.059 0.019 -0.019
O -8.1280 -1.8533 -4.3687 0.020 -0.029 -0.006
C -8.3037 -1.4745 -5.7350 0.072 -0.005 -0.135
H -9.4347 -1.8985 -0.3972 0.106 -0.067 -0.067
H -9.9040 -0.4382 -1.2836 -0.056 0.006 -0.084
H -10.7604 -1.9735 -1.5799 -0.013 0.052 -0.062
H -8.3489 -0.3914 -5.8301 -0.066 0.003 0.017
H -9.2085 -1.9205 -6.1439 -0.042 0.050 0.027
H -7.4347 -1.8533 -6.2643 0.027 -0.024 0.064
C 8.1438 3.8531 -1.2362 -0.071 0.092 -0.088
O 8.9130 2.9058 -1.9977 -0.012 0.004 -0.012
C 10.2220 3.0963 -1.9553 -0.066 -0.040 -0.061
O 10.8062 3.9631 -1.3607 0.044 0.037 0.038
O 10.8031 2.1503 -2.7083 0.074 0.134 0.133
C 12.2262 2.2422 -2.7608 0.101 -0.097 -0.073
H 7.1058 3.5768 -1.3717 0.008 -0.111 -0.070
H 8.4087 3.7986 -0.1847 0.057 0.017 0.007
H 8.3093 4.8602 -1.6141 0.071 0.006 0.048
H 12.6565 2.1294 -1.7677 -0.005 0.072 0.017
H 12.5359 3.1915 -3.1941 -0.003 0.038 0.070
H 12.5575 1.4251 -3.3972 -0.068 -0.015 -0.006
C -7.3770 -6.8159 1.2365 -0.098 0.056 -0.198
O -7.0483 -7.5650 2.4076 -0.054 -0.012 -0.013
C -5.8715 -7.2433 2.9477 0.005 -0.062 0.077
O -5.1078 -6.4135 2.5312 0.000 0.067 -0.074
O -5.6875 -8.0002 4.0269 -0.021 -0.010 0.020
C -4.4575 -7.7406 4.7149 0.169 -0.048 0.139
H -8.3446 -7.1765 0.8999 -0.013 -0.072 0.114
H -7.4416 -5.7527 1.4617 0.087 0.007 0.009
H -6.6409 -6.9823 0.4521 0.071 0.063 0.046
H -4.4288 -6.7144 5.0746 0.025 0.031 -0.072
H -3.6041 -7.9277 4.0675 0.006 0.076 -0.021
H -4.4279 -8.4233 5.5583 -0.098 -0.040 -0.030
C 0.9707 -7.4662 7.2021 0.060 -0.018 0.133
O 1.3140 -7.0278 5.8873 0.035 -0.017 0.006
C 0.2998 -7.0399 5.0227 0.041 0.080 -0.051
O -0.8276 -7.3841 5.2699 -0.118 -0.067 0.037
O 0.7448 -6.6068 3.8500 0.027 -0.013 -0.018
C -0.2489 -6.5491 2.8198 -0.032 0.054 -0.146
H 1.8836 -7.4025 7.7867 0.034 0.026 -0.059
H 0.2104 -6.8199 7.6363 -0.051 -0.032 -0.031
H 0.6159 -8.4952 7.1842 -0.065 0.019 -0.016
H -1.0491 -5.8657 3.0955 -0.031 -0.045 0.040
H -0.6554 -7.5399 2.6256 -0.038 0.002 0.054
H 0.2594 -6.1790 1.9353 0.062 0.011 0.041
C 8.9661 -3.6748 -6.6447 -0.026 -0.120 -0.088
O 9.3235 -2.3004 -6.7903 0.010 0.006 -0.031
C 9.3382 -1.6187 -5.6391 0.006 0.004 -0.040
O 9.0888 -2.0784 -4.5565 0.008 -0.025 0.056
O 9.6785 -0.3641 -5.9030 -0.017 0.123 -0.042
C 9.7249 0.4967 -4.7501 -0.075 -0.076 -0.123
H 8.9938 -4.0999 -7.6441 0.018 0.066 -0.025
H 9.6783 -4.1926 -6.0047 -0.034 0.019 0.060
H 7.9636 -3.7704 -6.2321 0.023 0.005 0.068
H 10.4536 0.1260 -4.0390 -0.022 -0.063 0.068
H 8.7455 0.5591 -4.2816 0.026 -0.047 0.072
H 10.0179 1.4750 -5.1119 0.035 -0.029 -0.104
```
Positions in Å, forces in eV/Å.

Calculated values
Max |F| in hartree/bohr: 0.0245
Frontier orbital gap in eV: 7.63
E_tot in Ha: -4388.851735
2S+1: 1
Charge: -1

Mulliken atomic charge list, values in e, 8 entries:
1. C -1.444
2. C 0.125
3. C -0.660
4. C -0.712
5. C -0.850
6. C -0.606
7. C -0.168
8. C -0.934